68
Properties=species:S:1:pos:R:3:forces:R:3 method="wB97M-V/def2-TZVPD" orbital_gap_ha=0.213 e_homo_ev=-12.779 e_lumo_ev=-7.0 total_charge=+2
Pt 0.003 0.012 -0.050 0.2 0.4 -0.6
S 5.143 5.373 0.425 -0.8 -0.8 -0.1
N 5.274 3.772 0.452 0.6 -0.6 0.1
C 4.083 3.231 0.245 0.0 1.2 0.1
C 3.791 1.834 0.126 -0.6 -0.6 -0.1
C 4.771 0.840 0.124 -0.4 -0.2 -0.1
C 4.379 -0.450 -0.175 0.1 0.4 0.1
C 3.036 -0.725 -0.406 -0.1 -0.2 0.0
N 2.068 0.180 -0.292 0.1 0.4 0.1
C 2.441 1.471 -0.070 1.1 -0.3 0.1
C 1.421 2.466 -0.215 -0.3 1.1 0.0
N 0.167 2.010 -0.458 0.4 0.0 -0.1
C -0.740 2.874 -0.906 -0.2 0.0 -0.1
C -0.501 4.239 -0.999 0.5 0.2 0.2
C 0.720 4.748 -0.597 -0.3 -0.4 0.0
C 1.721 3.847 -0.233 -0.5 -0.8 0.0
C 3.070 4.220 0.064 1.3 0.1 0.2
N 3.563 5.449 0.145 -0.7 0.5 -0.1
H 5.800 1.109 0.308 0.1 0.0 0.0
H 5.109 -1.240 -0.243 0.0 -0.1 -0.1
H 2.750 -1.714 -0.727 -0.1 0.0 0.1
H -1.700 2.481 -1.204 0.1 0.0 0.0
H -1.274 4.892 -1.365 -0.2 0.1 0.0
H 0.939 5.804 -0.587 0.0 0.2 -0.1
O -6.747 4.281 0.276 -0.8 0.2 -0.2
C -5.450 4.465 0.475 0.8 0.2 0.1
O -4.978 5.547 0.698 -0.3 -0.3 0.0
C -4.576 3.246 0.403 0.1 -0.3 -0.1
C -3.454 3.186 1.232 -0.3 0.0 -0.1
C -2.619 2.090 1.196 0.2 -0.5 -0.1
C -2.870 1.045 0.296 -1.3 1.4 0.2
C -3.986 1.121 -0.550 0.5 -0.3 0.2
C -4.829 2.213 -0.495 0.0 0.2 0.3
N -1.999 -0.034 0.213 -0.4 -3.5 -0.6
C -2.504 -1.264 0.130 0.0 3.5 0.5
C -1.613 -2.338 0.056 1.8 -2.2 -0.2
C -2.045 -3.676 -0.050 -0.2 1.5 0.1
C -1.122 -4.680 -0.139 1.2 -0.2 0.1
C 0.238 -4.349 -0.030 -1.1 -0.4 -0.1
C 0.599 -3.029 0.136 0.2 0.5 0.2
N -0.277 -2.018 0.122 -1.1 -0.6 -0.3
H -7.018 3.366 0.115 0.3 0.1 0.2
H -3.272 4.008 1.907 0.1 0.0 0.1
H -1.763 2.012 1.852 0.1 0.0 0.1
H -4.169 0.338 -1.270 0.0 0.0 -0.1
H -5.657 2.268 -1.187 -0.1 0.0 0.0
H -3.568 -1.436 0.205 -0.1 0.1 0.0
H -3.106 -3.868 -0.066 -0.1 -0.1 -0.1
H -1.432 -5.705 -0.265 0.0 -0.1 0.0
H 0.990 -5.121 -0.069 0.1 0.0 0.1
H 1.634 -2.784 0.325 -0.1 0.1 -0.1
C 0.820 -2.202 7.280 0.0 -0.2 0.1
C 0.476 -1.048 6.420 -0.3 0.5 0.0
C -0.135 0.104 6.859 0.1 -0.1 -0.2
C -0.442 1.111 5.924 0.3 -0.7 0.0
N -0.190 0.949 4.629 -0.4 0.8 0.2
C 0.413 -0.144 4.216 0.8 -0.9 -0.9
S 0.883 -0.430 2.607 0.1 0.0 0.4
N 0.759 -1.134 5.101 -0.2 0.1 0.7
C -1.048 2.387 6.354 -0.2 0.3 0.1
H 0.653 -1.969 8.326 0.0 0.0 0.0
H 1.859 -2.500 7.144 0.1 0.0 0.0
H 0.196 -3.056 7.015 0.0 0.0 0.0
H -0.373 0.235 7.900 0.0 0.0 0.1
H 1.251 -1.947 4.744 -0.2 0.3 -0.1
H -1.086 2.459 7.435 0.0 0.1 0.1
H -2.058 2.471 5.956 -0.1 0.0 0.0
H -0.482 3.224 5.949 0.1 0.0 0.0


16
Properties=species:S:1:pos:R:3:forces:R:3 method="wB97M-V/def2-TZVPD" orbital_gap_ha=0.357 e_homo_ev=-9.269 e_lumo_ev=0.4 total_charge=0
C 0.304 -1.364 1.506 0.2 0.4 -0.9
C -0.840 1.838 -0.608 0.4 -0.2 -0.3
C 0.158 -0.810 0.289 0.2 -2.0 0.7
C 1.320 -0.448 -0.547 0.3 0.1 0.3
C -1.197 -0.654 -0.301 0.7 3.3 1.2
O -1.423 0.808 0.148 -1.3 -1.8 -0.7
N 2.466 -0.071 -0.163 0.2 0.1 -0.6
H 2.548 0.024 0.841 -0.2 -0.1 0.4
H 1.280 -1.559 1.925 0.1 0.1 0.1
H -0.548 -1.660 2.097 -0.2 -0.1 0.0
H 1.168 -0.514 -1.620 -0.1 -0.1 -0.2
H 0.218 1.972 -0.349 -0.1 0.1 -0.1
H -0.904 1.649 -1.690 -0.1 0.1 0.1
H -1.381 2.757 -0.374 0.0 -0.1 0.0
H -1.958 -1.216 0.240 0.0 0.1 -0.4
H -1.211 -0.753 -1.393 -0.3 0.1 0.2


21
Properties=species:S:1:pos:R:3:forces:R:3 method="wB97M-V/def2-TZVPD" orbital_gap_ha=0.377 e_homo_ev=-9.707 e_lumo_ev=0.6 smiles="C=C(C)C.O.O.O" total_charge=0
C -0.102 -2.025 2.119 -0.1 -0.9 0.8
C 0.018 -0.555 1.895 -0.2 -0.4 -1.7
C 1.156 0.116 1.976 1.3 1.3 1.0
C -1.148 0.054 1.141 -0.1 1.4 0.7
H -1.019 -2.400 2.576 -0.4 0.6 0.0
H 0.657 -2.464 2.775 0.3 0.2 -0.4
H -0.103 -2.504 1.132 0.3 0.0 0.1
H 1.382 1.109 1.578 -1.1 0.0 -0.2
H 2.025 -0.080 2.602 -0.2 -1.2 -0.1
H -2.074 -0.078 1.708 0.0 -0.2 -0.1
H -1.338 -0.210 0.100 0.3 -0.7 0.1
H -0.970 1.136 1.129 -0.1 0.0 -0.1
H 0.600 -0.250 -0.777 -0.1 0.0 -0.6
H 1.602 -1.185 -0.342 0.7 -0.6 0.5
O 1.104 -1.001 -1.131 -0.5 0.6 0.0
H 1.939 1.155 -2.247 -0.9 0.4 -0.2
H 0.481 1.510 -2.739 0.2 -0.2 0.1
O 1.239 1.839 -2.240 0.6 -0.2 0.2
H -2.410 1.399 -1.515 0.4 0.0 -0.7
H -2.643 0.663 -2.808 -0.7 -0.8 -0.7
O -2.043 1.270 -2.414 0.4 0.8 1.3


15
Properties=species:S:1:pos:R:3:forces:R:3 method="wB97M-V/def2-TZVPD" orbital_gap_ha="0.215 / 0.269" e_homo_ev="-7.260 / -7.852" e_lumo_ev="-1.4 / -0.5" total_charge=0
C 0.716 0.411 -0.541 -0.3 0.7 0.0
C 1.380 -0.753 -0.216 1.0 -0.6 0.2
C -1.439 1.336 -0.837 -1.5 0.3 -0.8
C 0.744 -1.878 0.549 -0.4 -0.2 0.0
N -1.661 2.231 -1.647 0.7 0.4 0.0
N -0.528 0.835 -0.063 1.6 -0.8 0.7
N -0.924 0.438 1.240 -0.4 -0.2 0.2
S 3.007 -0.975 -0.650 -0.8 0.4 0.0
H 1.164 1.108 -1.233 -0.1 0.1 -0.2
H 1.257 -2.024 1.501 0.0 0.0 0.0
H 0.879 -2.795 -0.026 0.0 0.1 0.1
H -0.317 -1.723 0.730 0.0 -0.1 0.0
H -2.487 2.236 -2.232 -0.1 -0.3 0.2
H -1.672 1.047 1.569 0.1 0.0 -0.2
H -0.119 0.507 1.855 0.1 0.2 -0.2